Formula: C10H11CsN2O9P2S2
Source: the OMol25 dataset
Level of theory: ωB97M-V/def2-TZVPD

The geometry in XYZ format:
```
37
Properties=species:S:1:pos:R:3:forces:R:3:mulliken_charge:R:1
Cs 0.316017 -0.069778 0.283487 -1.4 -2.3 -1.7 1.199
O 3.168521 0.258153 1.583525 0.0 0.6 0.0 -0.476
P 2.947132 1.784183 0.967406 0.9 0.4 0.2 0.663
O 4.276338 2.442785 0.891599 0.0 0.0 0.0 -0.727
O 2.065361 1.638126 -0.221761 1.1 1.0 -0.2 -0.755
O 2.160885 2.494914 2.212772 -0.2 -0.3 -0.2 -0.139
P 0.592365 2.366511 2.673255 0.0 0.6 0.7 0.693
O -0.141100 3.281989 1.516927 0.3 -0.1 0.2 -0.416
O 0.491384 3.079139 3.973225 0.0 0.0 0.0 -0.754
O 0.098219 0.972173 2.501466 -0.2 0.8 1.6 -0.767
H 3.709751 0.429028 2.368479 -0.1 -0.3 -0.1 0.272
H 0.254920 4.157123 1.640878 -0.2 -0.1 -0.2 0.269
O -3.433723 -3.931214 -3.714110 0.0 0.5 0.2 -0.712
C -2.554496 -4.739006 -3.117179 0.2 -0.2 0.1 0.263
C -2.574373 -6.095010 -3.462230 0.0 0.0 0.0 -0.682
C -1.688098 -6.987656 -2.889888 0.0 0.0 0.0 -0.258
C -0.756821 -6.546765 -1.957136 0.1 -0.1 0.0 -0.656
C -0.731470 -5.205771 -1.611854 0.0 0.0 0.0 -0.540
C -1.612271 -4.284906 -2.168847 0.0 0.0 0.0 0.377
C -1.481410 -2.845799 -1.724152 0.1 0.3 0.1 0.482
O -0.596353 -2.530264 -0.917609 -0.3 -0.5 -0.3 -0.716
N -2.395058 -2.035406 -2.295327 -0.5 -0.4 -0.5 -0.415
N -2.292793 -0.730105 -1.940520 0.6 0.0 0.5 -0.413
C -3.109371 0.104614 -2.391613 -0.6 -0.2 -0.5 0.217
S -2.933804 1.820970 -2.028818 -0.1 0.2 0.0 -0.112
C -4.643016 2.227630 -2.492495 0.3 -0.1 0.1 -0.600
C -4.940240 1.459826 -3.763942 0.1 -0.3 -0.1 -0.509
S -4.523854 -0.287507 -3.467330 0.3 0.1 0.2 -0.208
H -3.239827 -3.009786 -3.308755 -0.1 -0.1 -0.1 0.725
H -3.304368 -6.421398 -4.193647 0.0 0.0 0.0 0.362
H -1.723227 -8.034359 -3.172679 0.0 0.0 0.0 0.340
H -0.058124 -7.241915 -1.506880 0.0 0.0 0.0 0.371
H -0.015461 -4.825471 -0.894171 0.0 0.0 0.0 0.403
H -4.696556 3.307425 -2.631631 0.0 0.0 0.0 0.343
H -5.310094 1.923284 -1.686082 -0.1 0.1 0.0 0.288
H -4.321627 1.827209 -4.582675 -0.1 0.1 0.0 0.270
H -5.991364 1.509247 -4.051375 0.0 0.0 0.0 0.316
```
Forces are in eV/Å.

Calculated values
* energy relative to the best compared isomer or geometry (same formula, charge and spin): 20.62 kcal/mol
* multiplicity: 1
* HOMO-LUMO gap: 6.6 eV
* net charge: -2